# 1
DFT (the ωB97M-V functional and the def2-TZVPD basis) results for a molecular structure, C6H8N2O2 at a distorted geometry.

XYZ file:
```
18
Properties=species:S:1:pos:R:3:forces:R:3
O -2.0958 -0.1500 -0.6257 -1.48 0.01 1.86
O 4.4100 0.2244 0.1817 -1.03 -0.51 0.01
N 3.1538 -1.6755 0.4032 -0.12 -0.82 0.17
N -1.1370 -1.0266 1.3760 3.11 1.21 -2.30
C 3.3315 -0.3534 0.1959 1.26 1.18 -0.15
C -0.3353 -0.7017 0.5347 -1.70 -2.83 4.90
C 1.1934 -1.9559 -1.1079 -0.12 0.08 -0.28
C 0.9899 -0.8846 -0.0447 -0.24 0.92 -0.64
C 1.9655 0.2872 -0.0328 -0.06 0.17 -0.15
C 1.8063 -2.1294 0.2427 -0.21 -0.23 0.34
H 1.9819 0.8565 -0.9720 0.00 -0.14 0.28
H 0.3245 -2.5675 -1.3487 0.23 0.16 0.08
H 1.4595 -2.9000 0.9292 0.03 0.24 -0.20
H 1.7650 0.9890 0.7882 -0.01 -0.22 -0.22
H 1.8473 -1.7050 -1.9445 -0.16 -0.09 0.23
H -1.8448 -0.7122 -1.3749 -0.86 -0.56 0.61
H -2.3973 -0.6551 0.4673 1.54 1.20 -4.48
H 3.9389 -2.3091 0.4880 -0.17 0.23 -0.04
```
Forces are in eV/Å.

Calculated values
**Energy above the lowest of the compared OMol25 structures with the same formula, charge and spin**: 3.660 eV
**E_HOMO**: -9.59 eV
**Calculated total energy**: -493.3124 a.u.
**Max |F|**: 0.1150 hartree/bohr


# 2
DFT (the ωB97M-V functional and the def2-TZVPD basis) results for 2 unconnected molecules or ions with the total composition C6H8N2O2 at a distorted geometry.

XYZ file:
```
18
Properties=species:S:1:pos:R:3:forces:R:3
O -2.4462 1.1485 -3.1843 3.08 -2.57 2.99
O 0.2335 0.5178 0.5745 -1.18 -0.99 -1.38
N -0.3992 0.1607 -3.4384 1.97 0.55 3.12
N -1.2297 0.0128 -1.2606 -3.67 4.26 -0.10
C 0.0762 0.1968 -0.5981 -1.80 1.24 1.87
C 0.2988 -1.2033 3.8809 0.60 -2.21 -0.11
C 0.2223 0.0054 4.3299 2.58 1.46 0.21
C 0.8612 0.2657 -2.8158 0.63 -1.76 0.60
C 1.1406 0.1233 -1.5019 1.24 -0.59 -0.96
C -1.4654 0.5379 -2.6644 -1.90 0.35 -0.34
H 1.7702 0.2698 -3.3578 0.18 0.09 -1.59
H -0.6417 0.6794 4.1712 0.90 -0.42 0.53
H -0.4881 0.2508 -4.3930 -0.08 0.64 -2.28
H 1.1182 -1.9112 3.8911 1.00 0.80 0.55
H 2.1490 -0.0648 -1.0275 -1.15 0.81 -1.14
H -2.0667 0.5646 -0.7394 2.66 -2.02 -0.80
H -0.4392 -1.7906 3.4972 -2.92 -0.82 -1.26
H 1.3061 0.2364 4.6363 -2.15 1.17 0.09
```
Forces are in eV/Å.

Calculated values
**SMILES string**: O=c1cc[nH]c(=O)[nH]1.C=C
**Energy above the lowest of the compared OMol25 structures with the same formula, charge and spin**: 2.978 eV
**E_HOMO**: -9.75 eV
**Calculated total energy**: -493.3374 a.u.
**Max |F|**: 0.1094 hartree/bohr


Question: Which value of E_HOMO does entry 2 give?
Answer: -9.75 eV


Question: Which of these has the highest max |F|?
Answer: number 1


Question: What is the formula in the second record?
Answer: C6H8N2O2